{
  "formula": "C4H4O2",
  "method": "ωB97M-V/def2-TZVPD",
  "de_lowest_kcal_mol": 35.7,
  "species": ["O", "C", "O", "C", "C", "C", "H", "H", "H", "H"],
  "xyz": [[2.012, -1.568, 0.619], [1.614, -1.244, -0.468], [0.584, -0.425, -0.706], [-0.087, 0.090, 0.459], [-1.100, 1.060, 0.021], [-2.100, 1.681, -0.213], [2.041, -1.581, -1.427], [-0.596, -0.731, 0.972], [0.653, 0.518, 1.145], [-3.020, 2.200, -0.402]]
}